2 unconnected molecules or ions with the total composition C4H12N2 in a non-equilibrium geometry. Source: the Open Molecules 2025 dataset; level of theory: wB97M-V/def2-TZVPD.

Summary:
Charge ... +3
<S²> ... 0.760
Energy above the lowest of the compared OMol25 structures with the same formula, charge and spin ... 3.481 eV
Multiplicity ... 2
DFT total energy ... -267.6698 Ha

CARTESIAN COORDINATES (ANGSTROEM)
C (-1.2320, 0.3516, -0.4602)
C (-0.4644, -0.1863, 0.7060)
C (0.8263, -0.3732, -0.1132)
C (2.0006, -0.0116, 0.4999)
N (3.4020, -0.2766, 0.0530)
N (-3.3802, 0.3693, -0.5372)
H (-1.4112, -0.1418, -1.4942)
H (-1.1683, 1.5046, -0.4208)
H (-0.9886, -1.1407, 1.0643)
H (-0.4214, 0.6030, 1.5143)
H (0.9322, -1.0122, -0.9867)
H (1.9904, 0.4761, 1.4781)
H (3.4912, 0.1084, -0.9596)
H (3.6507, -1.2720, 0.0321)
H (4.0759, 0.1672, 0.6653)
H (-4.2107, 0.2845, -1.1716)
H (-3.6212, 1.0923, 0.1340)
H (-3.4715, -0.5425, -0.0037)

Okay, here come the Löwdin numbers, in e, for every atom: C 0.10; C -0.09; C 0.14; C 0.18; N 0.30; N 0.19; H 0.17; H 0.16; H 0.22; H 0.18; H 0.18; H 0.19; H 0.26; H 0.22; H 0.20; H 0.17; H 0.11; H 0.14

---

2 unconnected molecules or ions with the total composition C2H6O2S2 in a non-equilibrium geometry. Source: the Open Molecules 2025 dataset; level of theory: wB97M-V/def2-TZVPD.

Summary:
SMILES ... O=CO.CSS
Charge ... 0
Energy above the lowest of the compared OMol25 structures with the same formula, charge and spin ... 0.955 eV
DFT total energy ... -1026.6275 Ha

CARTESIAN COORDINATES (ANGSTROEM)
O (-3.8972, 0.3532, 2.2414)
C (-2.8675, -0.0333, 2.6862)
O (-2.7062, -0.1568, 4.0243)
H (-2.0984, -0.4708, 2.0323)
H (-1.8386, 0.0464, 4.3473)
C (2.4143, 0.7345, -2.2789)
S (0.6082, 0.4901, -1.9273)
S (0.4981, -1.6101, -1.8011)
H (2.7910, 0.2883, -3.1977)
H (2.9343, 0.2901, -1.4383)
H (2.4445, 1.8167, -2.3669)
H (1.7174, -1.7481, -2.3212)

Okay, here come the Löwdin numbers, in e, for every atom: O 0.09; C -0.39; O 0.07; H 0.14; H 0.09; C -0.46; S 0.33; S 0.28; H 0.03; H 0.02; H 0.02; H -0.22

---

2 unconnected molecules or ions with the total composition C3H8NO2 in a non-equilibrium geometry. Source: the Open Molecules 2025 dataset; level of theory: wB97M-V/def2-TZVPD.

Summary:
Charge ... 0
<S²> ... 0.766
Energy above the lowest of the compared OMol25 structures with the same formula, charge and spin ... 2.143 eV
Multiplicity ... 2
DFT total energy ... -324.1857 Ha

CARTESIAN COORDINATES (ANGSTROEM)
C (-0.0676, 1.0600, -0.4833)
O (-0.0657, 1.2663, 0.8719)
C (0.0074, -0.4524, -0.7416)
N (0.0957, -0.7982, -2.1671)
H (-0.9083, 1.5553, -1.0410)
H (0.9113, 1.4029, -0.9918)
H (0.9306, -0.8250, -0.2184)
H (-0.8561, -0.9186, -0.1653)
H (0.9291, -0.4173, -2.5592)
H (0.0832, -1.7827, -2.3606)
O (0.2834, -1.0863, 2.1479)
C (-0.2617, 0.0461, 2.4066)
H (-1.3272, 0.1382, 2.3551)
H (0.2459, 0.8117, 2.9469)

Okay, here come the Löwdin numbers, in e, for every atom: C -0.28; O -0.05; C -0.27; N 0.00; H 0.13; H 0.15; H 0.12; H 0.13; H 0.05; H 0.06; O -0.06; C -0.16; H 0.09; H 0.08

---

A molecular structure, C3H5NO2S2 in a non-equilibrium geometry. Source: the Open Molecules 2025 dataset; level of theory: wB97M-V/def2-TZVPD.

Summary:
Charge ... 0
Energy above the lowest of the compared OMol25 structures with the same formula, charge and spin ... 4.232 eV
DFT total energy ... -1118.7918 Ha

CARTESIAN COORDINATES (ANGSTROEM)
C (0.3182, -0.4728, -0.4230)
C (0.0102, 1.9938, 0.4760)
C (-1.2656, 1.8939, 1.2567)
H (1.0594, -2.4691, 0.3022)
H (-0.7013, -0.4530, 1.3738)
H (0.3826, 3.0802, 0.6079)
H (0.7732, 1.2496, 1.0833)
H (-1.9491, 2.7510, 1.1689)
N (-0.1036, -0.8553, 0.6908)
O (0.1675, -2.1300, 1.0642)
O (-1.5721, 0.8853, 1.9104)
S (1.1668, -1.6141, -1.4638)
S (-0.0405, 1.0701, -1.1004)

Okay, here come the Löwdin numbers, in e, for every atom: C -1.11; C -0.44; C -0.27; H 0.11; H 0.09; H 0.12; H 0.14; H 0.13; N -0.14; O -0.13; O 0.01; S 0.58; S 0.92

---

A molecular structure, C27H25AsBrIN5O5STi in a non-equilibrium geometry. Source: the Open Molecules 2025 dataset; level of theory: wB97M-V/def2-TZVPD.

Summary:
Charge ... -1
<S²> ... 2.016
Energy above the lowest of the compared OMol25 structures with the same formula, charge and spin ... 0.057 eV
Multiplicity ... 3
DFT total energy ... -8049.0075 Ha

CARTESIAN COORDINATES (ANGSTROEM)
Ti (9.9419, 9.8499, 12.9311)
C (14.4056, 9.8146, 11.7977)
C (13.5517, 8.9012, 11.0478)
N (14.1322, 8.1269, 10.1386)
C (13.4450, 7.1209, 9.6104)
C (12.1439, 6.7041, 9.9265)
C (11.3311, 5.8640, 8.9927)
O (10.2666, 6.6915, 8.5460)
C (11.5621, 7.4389, 11.0065)
C (10.3603, 6.9929, 11.6590)
N (9.7241, 7.8148, 12.4593)
C (8.6538, 7.6680, 13.2958)
C (7.7564, 6.6361, 13.3936)
C (6.8437, 6.6987, 14.4375)
C (6.7130, 7.8740, 15.2113)
C (7.5276, 8.9578, 15.0092)
C (8.5445, 8.8924, 14.0849)
I (11.4624, 8.5855, 15.4358)
C (12.1784, 8.5949, 11.4632)
O (11.6611, 9.5376, 12.1792)
H (13.8524, 10.1337, 12.6727)
H (14.8018, 10.7259, 11.2714)
H (15.2699, 9.2687, 12.1831)
H (13.9601, 6.4992, 8.8613)
H (10.7813, 5.0326, 9.5134)
H (11.9000, 5.3506, 8.2148)
H (10.7072, 7.4026, 8.0021)
H (9.9586, 6.0309, 11.5338)
H (7.7781, 5.8442, 12.6448)
H (6.2293, 5.8411, 14.6324)
H (5.8961, 7.8976, 15.9777)
H (7.3614, 9.9256, 15.4617)
Br (12.6299, 16.2364, 9.0203)
C (11.7519, 15.1407, 10.3045)
C (11.9145, 13.7618, 10.2354)
C (11.5164, 13.0236, 11.3408)
C (10.8714, 13.6586, 12.3493)
C (10.4432, 15.0329, 12.2728)
C (10.8778, 15.7179, 11.1939)
C (10.4074, 12.9214, 13.5977)
O (10.1630, 13.6002, 14.6108)
O (10.2696, 11.6354, 13.6122)
H (12.4058, 13.3059, 9.3908)
H (11.5825, 11.9475, 11.4879)
H (9.9029, 15.5060, 13.1131)
H (10.5417, 16.7581, 11.1008)
O (8.6913, 10.1184, 11.5152)
N (8.7484, 11.4416, 10.9004)
C (7.6532, 11.6260, 10.2074)
C (7.6623, 12.6370, 9.2052)
N (7.8244, 13.4387, 8.3928)
C (6.4185, 10.9017, 10.3433)
N (5.3966, 10.3210, 10.3717)
C (8.2855, 9.8035, 7.2586)
As (9.7350, 10.3555, 6.0264)
C (8.5257, 10.4030, 4.4414)
C (10.1945, 12.2522, 6.0009)
S (11.2627, 8.8284, 6.1492)
H (7.4527, 10.5581, 7.2200)
H (8.7680, 9.7544, 8.2676)
H (7.8924, 8.7782, 7.0441)
H (8.6322, 9.4975, 3.8092)
H (8.6428, 11.2488, 3.7947)
H (7.4347, 10.4680, 4.8434)
H (11.2485, 12.4099, 5.7049)
H (9.9739, 12.6438, 6.9826)
H (9.4941, 12.7592, 5.2883)

Okay, here come the Löwdin numbers, in e, for every atom: Ti 0.78; C -0.04; C -0.24; N 0.10; C -0.13; C -0.14; C -0.23; O -0.11; C -0.08; C 0.02; N -0.03; C -0.34; C -0.03; C -0.08; C -0.10; C -0.13; C -0.23; I 0.39; C -0.26; O -0.23; H 0.07; H 0.10; H 0.08; H 0.11; H 0.12; H 0.11; H -0.03; H 0.12; H 0.11; H 0.09; H 0.11; H 0.10; Br 0.69; C -0.69; C -0.11; C -0.04; C -0.13; C 0.00; C -0.16; C -0.54; O 0.02; O -0.17; H 0.10; H 0.11; H 0.13; H 0.11; O -0.29; N 0.14; C -0.33; C -0.19; N 0.18; C -0.16; N 0.17; C -0.28; As 0.71; C -0.28; C -0.25; S 0.02; H 0.03; H 0.03; H 0.06; H 0.03; H 0.00; H 0.06; H 0.04; H -0.01; H 0.04

---

charge of number 4 (C3H5NO2S2)? 0

---

Which of these has the lowest charge? C27H25AsBrIN5O5STi